(1)
{
  "formula": "C45H80Br12Cl6O12P",
  "method": "the ωB97M-V functional and the def2-TZVPD basis",
  "elements": ["C", "C", "C", "C", "P", "C", "C", "C", "C", "C", "C", "C", "C", "C", "C", "C", "C", "H", "H", "H", "H", "H", "H", "H", "H", "H", "H", "H", "H", "H", "H", "H", "H", "H", "H", "H", "H", "H", "H", "H", "H", "H", "H", "H", "H", "H", "H", "H", "H", "H", "H", "H", "H", "O", "C", "C", "O", "H", "H", "H", "H", "O", "C", "O", "C", "C", "C", "H", "H", "H", "H", "H", "H", "O", "C", "O", "C", "C", "C", "H", "H", "H", "H", "H", "H", "O", "C", "O", "C", "C", "C", "H", "H", "H", "H", "H", "H", "O", "C", "O", "C", "C", "C", "H", "H", "H", "H", "H", "H", "O", "C", "O", "C", "C", "C", "H", "H", "H", "H", "H", "H", "C", "Cl", "Cl", "H", "H", "C", "Cl", "Cl", "H", "H", "C", "Cl", "Cl", "H", "H", "C", "Br", "Br", "Br", "H", "C", "Br", "Br", "Br", "H", "C", "Br", "Br", "Br", "H", "C", "Br", "Br", "Br", "H"],
  "xyz": [[-19.058932, 4.609001, 9.124318], [-19.192810, 5.181040, 10.581921], [-19.721303, 4.126652, 11.518434], [-19.285591, 4.550973, 12.952444], [-19.845600, 3.392621, 14.236736], [-21.700472, 3.257492, 14.115084], [-22.522193, 3.417953, 15.448769], [-23.525178, 4.564125, 15.686408], [-24.659354, 4.607921, 14.667047], [-19.258190, 3.857658, 15.904285], [-18.805762, 5.362762, 16.090236], [-19.965282, 6.426907, 15.887226], [-19.493533, 7.907036, 16.148070], [-19.199307, 1.751420, 13.666053], [-18.710439, 0.774548, 14.727846], [-19.833786, -0.093296, 15.261510], [-19.373425, -0.881868, 16.537586], [-20.100793, 4.439496, 8.852496], [-18.491064, 3.679466, 9.164291], [-18.718385, 5.320610, 8.372164], [-19.811688, 6.076847, 10.633028], [-18.183455, 5.408040, 10.925090], [-19.221267, 3.178927, 11.318730], [-20.777943, 4.116218, 11.251024], [-19.540819, 5.607817, 13.030162], [-18.197846, 4.507248, 12.897759], [-21.907005, 2.339624, 13.564663], [-22.017472, 4.007171, 13.390093], [-21.921565, 3.236108, 16.339992], [-23.013905, 2.446181, 15.493281], [-23.092316, 5.524328, 15.967012], [-24.080492, 4.113740, 16.509129], [-25.065155, 3.597326, 14.620862], [-24.397374, 5.043112, 13.702640], [-25.394750, 5.165642, 15.246901], [-18.318938, 3.308517, 15.970230], [-19.801862, 3.378227, 16.718324], [-17.966710, 5.487462, 15.405735], [-18.385820, 5.452514, 17.092083], [-20.733515, 6.084757, 16.580668], [-20.213208, 6.363529, 14.827692], [-19.260346, 7.947841, 17.212046], [-20.244538, 8.682163, 15.995540], [-18.593937, 8.096853, 15.562581], [-18.396401, 2.099098, 13.015998], [-19.959652, 1.211573, 13.101666], [-18.177196, 1.188491, 15.583645], [-18.071390, 0.060371, 14.208549], [-20.135499, -0.825172, 14.512222], [-20.646668, 0.560561, 15.577423], [-18.504098, -1.515017, 16.360109], [-20.044970, -1.680652, 16.852324], [-19.156184, -0.156813, 17.321944], [-16.100542, 3.674967, 14.301910], [-15.222353, 2.680440, 14.804153], [-14.050952, 3.191446, 15.756488], [-13.222818, 4.395804, 15.462284], [-14.801420, 2.140303, 13.956115], [-15.838364, 1.968724, 15.353791], [-13.278465, 2.423028, 15.786540], [-14.379411, 3.453026, 16.762367], [-23.014857, 6.881049, 18.772806], [-21.945086, 6.365196, 19.034564], [-21.860899, 4.976745, 18.915818], [-20.804722, 4.471012, 19.697337], [-19.869732, 5.636787, 19.963352], [-20.679165, 6.872099, 19.583106], [-20.302385, 3.571997, 19.340229], [-21.249370, 4.243981, 20.666274], [-18.878051, 5.487791, 19.536184], [-19.678425, 5.756573, 21.029723], [-20.229503, 7.564139, 18.871075], [-20.916353, 7.513799, 20.431670], [-15.390912, 5.436938, 11.724901], [-15.451356, 4.774226, 10.674149], [-15.628489, 5.399798, 9.434788], [-15.690642, 4.485889, 8.351549], [-15.099122, 3.121396, 8.939591], [-15.361779, 3.361154, 10.422859], [-15.141643, 5.013647, 7.571697], [-16.708236, 4.411895, 7.967959], [-14.064149, 3.062772, 8.602687], [-15.721272, 2.323506, 8.534133], [-14.595068, 2.928391, 11.065487], [-16.263928, 3.021922, 10.931925], [-18.460658, 10.925607, 9.221219], [-18.305645, 10.192296, 10.216427], [-17.732390, 10.601324, 11.365342], [-17.889263, 9.619623, 12.445426], [-18.250041, 8.306412, 11.747159], [-18.702207, 8.661438, 10.318801], [-18.605197, 9.946510, 13.199540], [-16.910153, 9.595503, 12.923813], [-19.078630, 7.798520, 12.240694], [-17.411292, 7.610363, 11.736326], [-19.786212, 8.616130, 10.214015], [-18.195621, 7.970276, 9.645190], [-17.513356, -0.042041, 9.677780], [-16.903521, -0.515526, 10.619217], [-17.300431, -1.609007, 11.196377], [-16.562438, -1.908207, 12.362150], [-15.335531, -1.064990, 12.285090], [-15.705196, 0.058232, 11.364704], [-16.296425, -2.964390, 12.319391], [-17.110300, -1.762277, 13.293091], [-14.547197, -1.686678, 11.860637], [-14.980634, -0.735571, 13.261631], [-14.909128, 0.258834, 10.647683], [-16.181581, 0.921662, 11.829078], [-21.492604, 7.618695, 11.585542], [-22.696478, 7.782408, 11.485156], [-23.454205, 7.175014, 10.621404], [-24.833806, 7.396957, 10.898012], [-24.904050, 8.577957, 11.789811], [-23.510383, 8.707566, 12.299747], [-25.228907, 6.508641, 11.390843], [-25.511655, 7.526163, 10.054255], [-25.659654, 8.427670, 12.560904], [-25.169713, 9.558273, 11.394187], [-23.502476, 8.322762, 13.319533], [-23.115871, 9.719547, 12.208364], [-16.217179, 10.402232, 16.790072], [-15.475194, 10.891363, 18.364044], [-17.703314, 11.355552, 16.396015], [-15.425738, 10.804864, 16.157927], [-16.380237, 9.325461, 16.744407], [-21.249071, -0.542126, 10.106720], [-21.723389, 1.113221, 10.343886], [-20.804392, -1.337090, 11.721239], [-22.046627, -1.072652, 9.586576], [-20.519098, -0.557156, 9.297394], [-24.849572, -0.168041, 12.792469], [-25.907431, -0.796566, 11.507410], [-24.390279, 1.371698, 12.209354], [-25.313903, -0.193091, 13.778303], [-23.946997, -0.778523, 12.764629], [-25.756855, 4.687511, 18.939023], [-25.216013, 2.846265, 19.073389], [-25.853075, 5.533905, 20.778906], [-27.399720, 4.912477, 18.003960], [-24.976178, 5.212914, 18.388954], [-17.866187, 8.796165, 4.958889], [-17.343545, 10.533973, 5.859789], [-19.436371, 9.140347, 3.849160], [-18.101016, 7.274203, 6.242652], [-17.094292, 8.543228, 4.232048], [-22.025866, 6.176756, 7.695739], [-23.541098, 7.161069, 6.964166], [-20.977639, 5.579548, 6.105504], [-22.723102, 4.597578, 8.667194], [-21.432000, 6.737837, 8.417273], [-18.789900, -4.714005, 18.303071], [-20.161689, -4.382960, 16.933709], [-18.482030, -2.914861, 19.163689], [-17.356086, -5.611861, 17.309037], [-19.143267, -5.348725, 19.115698]],
  "atomic_forces_ev_per_a": [[-1.46, 0.80, 1.32], [1.77, -0.30, -1.31], [0.22, 0.27, 0.27], [-0.43, -0.18, -1.04], [-0.38, -0.08, -0.18], [0.25, 1.22, 0.52], [0.72, -1.32, -0.51], [0.13, -1.97, -0.28], [0.26, 0.34, 1.00], [1.02, 0.39, -0.12], [-1.18, -0.05, -0.32], [1.91, -0.10, -0.06], [-0.26, -1.58, 0.62], [0.23, 0.77, 0.65], [-0.09, -0.70, -0.13], [0.39, -0.75, 1.52], [-0.15, 0.04, -1.01], [0.19, -0.73, -0.36], [-0.02, 0.09, -0.34], [0.52, 0.00, 0.27], [0.05, 0.02, -0.09], [0.12, 0.50, -0.01], [-0.39, -0.20, -0.33], [-0.36, -0.68, 0.78], [-0.29, -0.13, 0.73], [0.46, -0.17, 0.67], [-0.02, -0.25, 0.43], [0.08, 0.40, 0.04], [0.58, 0.78, -0.02], [-1.04, 0.14, -0.13], [0.03, -0.09, -0.12], [0.31, 0.64, 0.84], [0.05, -0.01, -0.63], [-0.29, -0.09, -0.03], [-0.51, 0.49, -0.88], [0.59, 0.02, -0.45], [-0.73, 0.43, -0.12], [0.12, 0.13, -0.12], [0.00, -0.06, 0.09], [-0.57, 0.39, -0.37], [-0.78, -0.13, 0.17], [0.47, 0.29, -0.02], [-0.09, -0.21, -0.37], [-0.05, 0.17, 0.04], [0.32, -0.33, 0.03], [-0.17, 0.41, -0.33], [0.32, 0.33, -0.42], [0.61, 0.30, 0.12], [-0.43, 0.27, -0.14], [-0.53, -0.17, -0.20], [0.59, 0.54, -0.28], [-0.67, 0.74, 0.20], [0.01, -0.31, 0.23], [-0.65, -0.92, 0.28], [-0.61, 2.88, -0.15], [2.02, 2.91, -1.12], [-1.79, -2.05, -0.30], [0.73, -0.46, -0.47], [0.00, -0.95, 0.80], [-0.16, -1.09, 0.30], [-0.93, -0.68, 0.51], [1.76, -0.12, 0.11], [-2.59, -1.64, -0.57], [-0.37, 0.67, -0.90], [0.12, 0.23, 1.70], [0.84, 0.51, 0.74], [0.61, 0.97, -0.09], [-0.36, 0.20, -0.61], [-0.11, -0.58, 0.04], [-0.22, 0.44, -0.52], [0.09, -0.46, 0.07], [0.09, -0.23, -0.15], [-0.03, -0.12, 0.14], [-0.51, -2.19, -3.92], [0.63, 4.66, 2.28], [-0.47, 0.52, 1.08], [0.67, -0.21, 0.34], [-1.99, 1.68, -1.07], [1.24, -2.01, 1.04], [0.43, -0.63, -0.22], [-0.12, -0.28, 0.31], [0.00, -0.33, 0.59], [0.41, -0.28, 0.03], [0.13, 0.16, 0.11], [-0.48, -0.71, -0.67], [0.48, -1.84, 3.00], [-0.19, 0.09, -2.74], [-0.86, 0.01, 0.05], [0.82, -0.06, -0.75], [-0.56, -0.47, 0.15], [0.62, 1.42, 1.10], [-0.25, 0.29, -0.37], [-0.07, -0.17, 0.01], [0.11, 0.07, 0.26], [0.10, 0.15, -0.02], [0.08, -0.14, -0.14], [-0.11, 0.62, -0.53], [0.59, -0.26, 0.55], [0.05, 1.93, -1.52], [-1.55, -1.75, 0.58], [0.34, -1.16, 0.70], [1.28, 0.10, 0.81], [-0.77, -0.38, -1.06], [-0.21, -0.07, 0.02], [-0.53, 0.27, -0.28], [0.19, 0.26, -0.17], [-0.08, 0.08, -0.02], [-0.22, 0.69, 0.21], [0.84, 0.40, 0.33], [-1.22, -0.15, -0.42], [2.45, 0.75, 0.97], [-0.75, -1.24, -1.97], [-1.46, -0.64, -0.35], [-0.96, 1.59, 0.91], [0.06, 0.22, 1.51], [0.26, -0.15, 0.21], [0.89, -0.11, -0.74], [0.20, -0.14, 0.21], [-0.26, -0.37, -0.94], [0.61, 0.41, 0.25], [0.14, -0.17, 0.42], [0.76, 1.39, 0.20], [-0.71, -0.40, 0.00], [0.54, -0.70, 0.31], [-0.53, -0.71, -0.57], [-0.06, 0.34, 0.03], [-0.10, -0.74, -0.42], [0.12, 0.45, 0.02], [-0.29, 0.57, -1.78], [-0.50, -0.19, 1.01], [1.10, -0.05, 1.05], [0.34, -1.25, -0.63], [-0.55, -0.78, 0.32], [0.36, 1.92, 0.55], [-0.14, 0.26, -0.32], [-0.20, -0.10, 0.27], [0.41, 0.52, 1.03], [-0.09, 0.14, 0.01], [0.10, -0.60, -1.32], [-0.13, -0.03, -0.05], [-0.09, 0.04, 0.34], [-0.05, 0.68, 0.56], [-0.34, -1.65, -0.56], [0.27, -0.32, 0.50], [0.53, 1.53, -1.01], [-0.01, -0.03, 0.57], [-0.57, -1.22, -0.89], [0.45, 0.11, 0.56], [-0.67, 0.15, 1.16], [0.21, 0.55, -0.40], [-0.07, 0.11, -0.41], [-0.22, 1.06, -0.65], [-0.05, -0.50, 0.66], [0.42, -1.48, -0.44], [-0.15, 0.60, 0.99], [0.02, 0.05, -0.46]],
  "mol_weight_g_mol": 2015.66,
  "total_energy_ha": -36655.870275,
  "charge": -1,
  "spin_multiplicity": 1,
  "orbital_gap_ev": 1.55
}

(2)
{
  "formula": "C5H16NO",
  "method": "the ωB97M-V functional and the def2-TZVPD basis",
  "elements": ["C", "C", "C", "C", "C", "N", "H", "H", "H", "H", "H", "H", "H", "H", "H", "H", "H", "H", "H", "H", "H", "H", "O"],
  "xyz": [[-0.862824, -0.485924, 1.380353], [-0.311650, -0.632349, 0.014261], [1.171945, -0.336755, -0.407067], [2.170747, -1.153309, 0.457424], [1.287276, -0.722793, -1.949065], [-1.439728, 0.958313, 1.567548], [-0.156885, -0.761958, 2.140989], [-1.671352, -1.238137, 1.632523], [-0.978167, 0.067870, -0.594233], [-0.404287, -1.597845, -0.472906], [1.226224, 0.764476, -0.403634], [2.623525, -0.435123, 1.122481], [3.061493, -1.555056, -0.123602], [1.697154, -2.092492, 0.818721], [0.665079, -0.089406, -2.606630], [2.357761, -0.515667, -2.256327], [1.162604, -1.781585, -2.182638], [-2.194004, 0.804558, 2.288039], [-0.671924, 1.626648, 1.930091], [-1.827191, 1.275020, 0.595434], [-1.574463, 2.966651, -0.938394], [-3.045104, 2.505896, -1.275101], [-2.286227, 2.428966, -0.738266]],
  "atomic_forces_ev_per_a": [[-0.89, -0.50, 0.98], [-0.08, 0.95, -2.95], [-1.18, -0.49, -1.26], [0.66, -0.08, -1.84], [1.63, 1.00, 0.51], [0.43, -1.86, -0.67], [0.60, 0.70, 0.57], [0.38, 1.20, -0.81], [0.98, -1.11, 0.14], [-0.85, -0.61, 0.63], [0.94, -0.36, 0.50], [-0.12, -0.47, 1.18], [-1.08, 0.68, 0.20], [0.22, 0.97, 0.54], [0.01, -0.41, 0.41], [-1.06, -0.08, 0.30], [-0.42, -0.01, 0.28], [-0.03, 0.78, -0.21], [-0.51, -0.24, -0.28], [0.35, -0.08, 1.88], [1.90, 2.03, -1.11], [-0.97, 0.58, -1.21], [-0.92, -2.58, 2.23]],
  "mol_weight_g_mol": 106.19,
  "total_energy_ha": -329.934387,
  "spin_multiplicity": 2,
  "s_squared": 0.7506,
  "orbital_gap_ev": [3.96, 11.47],
  "relative_energy_kcal_mol": 51.05
}